Formula: C4H5F3N2S
Source: the Open Molecules 2025 dataset
Level of theory: the ωB97M-V functional and the def2-TZVPD basis

Element x y z (Å)
C  1.46149  1.15348  0.04165
C  0.71400  -0.14882  -0.00530
C  0.95104  -1.31936  -0.60648
S  -0.29448  -2.54165  -0.24012
N  -1.05552  -1.52358  0.86436
N  -0.56073  -0.12151  0.65106
C  -1.53126  0.61796  -0.16459
F  -2.68423  0.57831  0.53713
F  -1.29596  1.92761  -0.24509
F  -1.71401  0.20975  -1.43345
H  0.89326  1.96382  -0.49221
H  2.43898  1.06041  -0.41431
H  1.67986  1.56445  0.92004
H  1.86290  -1.71419  -1.23460
H  -0.86534  -1.70668  1.82189

SMILES: CC1=CSNN1C(F)(F)F
Kohn-Sham gap: 9.05 eV
ΔE to the lowest compared entry with this formula, charge and spin: 45.6 kcal per mole